No. 1
Formula: C50H54MnN2O5SSe
Source: OMol25
Level of theory: the ωB97M-V functional and the def2-TZVPD basis

ORCA input file:
```
! RIJCOSX wB97M-V def2-TZVPD def2/J DEFGRID3
* xyz -2 6
Mn -1.32 0.14 1.56
C 5.67 3.70 -0.31
C 4.85 3.29 -1.56
C 5.64 2.20 -2.32
C 4.75 4.52 -2.44
C 3.50 2.76 -1.14
C 3.36 1.80 -0.17
C 2.10 1.34 0.21
Se 1.94 0.06 1.62
C 2.13 -1.52 0.49
C 3.39 -1.83 0.02
C 3.58 -2.95 -0.78
C 2.49 -3.79 -0.97
C 1.19 -3.47 -0.60
C 0.94 -2.21 0.12
O -0.23 -1.78 0.33
C 0.00 -4.36 -0.89
C -0.91 -4.60 0.33
C 0.47 -5.77 -1.28
C -0.78 -3.75 -2.07
C 4.98 -3.26 -1.34
C 6.02 -3.37 -0.21
C 5.43 -2.13 -2.33
C 4.91 -4.58 -2.12
C 0.89 1.89 -0.28
O -0.25 1.47 0.19
C 1.03 2.90 -1.29
C 2.31 3.26 -1.73
C -0.18 3.73 -1.69
C 0.13 4.82 -2.70
C -0.70 4.45 -0.41
C -1.29 2.88 -2.30
H 6.59 4.21 -0.57
H 5.98 2.84 0.33
H 5.07 4.39 0.34
H 6.57 2.61 -2.70
H 5.09 1.78 -3.18
H 5.94 1.36 -1.68
H 5.74 4.90 -2.69
H 4.23 5.36 -1.99
H 4.26 4.34 -3.39
H 4.24 1.51 0.42
H 4.23 -1.24 0.37
H 2.64 -4.76 -1.47
H -0.38 -5.09 1.15
H -1.76 -5.23 0.01
H -1.29 -3.64 0.66
H 1.16 -6.11 -0.55
H 0.96 -5.77 -2.24
H -0.36 -6.51 -1.26
H -1.11 -2.77 -1.80
H -1.60 -4.41 -2.41
H -0.10 -3.67 -2.95
H 6.27 -2.41 0.24
H 6.95 -3.81 -0.64
H 5.63 -4.04 0.54
H 5.80 -1.26 -1.79
H 4.54 -1.77 -2.88
H 6.12 -2.42 -3.14
H 4.53 -5.40 -1.48
H 5.88 -4.87 -2.52
H 4.23 -4.48 -2.96
H 2.36 3.92 -2.62
H 0.97 5.45 -2.40
H -0.74 5.47 -2.86
H 0.39 4.40 -3.71
H -0.03 5.30 -0.21
H -0.63 3.80 0.46
H -1.72 4.84 -0.47
H -0.97 2.49 -3.30
H -2.19 3.49 -2.44
H -1.51 2.05 -1.65
C -0.70 -0.50 5.86
C -1.84 -1.24 6.19
C -2.70 -1.62 5.17
C -2.35 -1.38 3.84
C -1.25 -0.56 3.54
C -0.45 -0.12 4.56
C -3.14 -1.90 2.72
C -3.89 -3.08 2.84
C -4.54 -3.58 1.75
C -4.56 -2.81 0.56
C -5.37 -3.18 -0.57
C -5.35 -2.44 -1.71
C -4.62 -1.23 -1.76
C -3.85 -0.83 -0.66
C -3.84 -1.63 0.50
N -3.01 -1.28 1.56
H 0.05 -0.25 6.63
H -2.02 -1.56 7.20
H -3.66 -2.07 5.39
H 0.42 0.51 4.34
H -4.04 -3.58 3.83
H -4.92 -4.59 1.66
H -6.01 -4.04 -0.48
H -5.96 -2.76 -2.56
H -4.61 -0.68 -2.70
H -3.37 0.13 -0.63
O -3.31 6.19 1.72
S -3.87 5.24 2.68
O -4.35 5.73 3.94
N -2.75 3.99 2.90
C -3.17 2.83 2.38
O -2.47 1.79 2.32
C -4.59 2.86 1.92
C -5.40 1.81 1.49
C -6.67 2.06 0.94
C -7.15 3.36 0.85
C -6.36 4.47 1.34
C -5.14 4.19 1.94
H -5.07 0.78 1.63
H -7.33 1.25 0.63
H -8.17 3.53 0.48
H -6.71 5.51 1.30
*
```

Values from the calculation:
ΔE to the lowest compared entry with this formula, charge and spin: 0.462 eV
highest occupied orbital energy (alpha / beta): -1.80 / -1.79 eV
<S²>: 8.756
frontier orbital gap (alpha / beta): 5.6389 / 5.5941 eV


No. 2
Formula: C50H56O2
Source: OMol25
Level of theory: the ωB97M-V functional and the def2-TZVPD basis

ORCA input file:
```
! RIJCOSX wB97M-V def2-TZVPD def2/J DEFGRID3
* xyz 0 1
C -6.21 -1.07 -1.57
C -5.71 -2.38 -1.62
C -4.60 -2.72 -0.90
C -3.95 -1.84 -0.08
C -4.49 -0.56 0.01
C -5.52 -0.12 -0.84
H -7.10 -0.76 -2.11
H -6.14 -3.27 -2.16
H -4.27 -3.72 -1.06
H -3.09 -2.07 0.50
H -3.97 0.20 0.58
H -5.99 0.81 -0.83
C 4.62 -1.22 -0.69
C 3.28 -1.04 -1.08
C 2.44 -2.12 -1.31
C 2.98 -3.40 -1.31
C 4.32 -3.59 -0.94
C 5.14 -2.52 -0.66
H 5.22 -0.41 -0.40
H 2.90 0.01 -1.03
H 1.48 -1.82 -1.66
H 2.38 -4.26 -1.43
H 4.71 -4.58 -1.01
H 6.21 -2.62 -0.45
C -0.68 -6.55 -0.99
C -0.74 -6.31 0.39
C -1.00 -5.04 0.85
C -1.01 -3.93 -0.02
C -0.95 -4.16 -1.40
C -0.83 -5.49 -1.84
H -0.55 -7.53 -1.41
H -0.60 -7.05 1.18
H -1.26 -4.90 1.88
H -1.16 -2.92 0.40
H -1.00 -3.37 -2.15
H -0.79 -5.69 -2.96
C -1.18 -0.97 -3.49
C -0.33 -1.79 -4.19
C -0.78 -2.91 -4.95
C -2.13 -3.25 -4.86
C -3.00 -2.45 -4.12
C -2.55 -1.37 -3.39
H -0.99 -0.06 -3.01
H 0.64 -1.44 -4.40
H -0.09 -3.48 -5.54
H -2.52 -4.08 -5.51
H -4.06 -2.64 -4.04
H -3.27 -0.77 -2.86
C 4.66 4.06 0.87
C 5.26 2.83 0.59
C 5.88 2.04 1.53
C 6.05 2.57 2.83
C 5.45 3.79 3.17
C 4.78 4.55 2.20
H 4.20 4.73 0.10
H 5.31 2.48 -0.44
H 6.33 1.06 1.21
H 6.61 2.09 3.65
H 5.45 4.16 4.23
H 4.48 5.56 2.43
C 1.03 -2.46 3.47
C 1.71 -3.25 2.56
C 3.10 -3.17 2.43
C 3.74 -2.06 2.97
C 3.07 -1.28 3.88
C 1.75 -1.49 4.17
H -0.04 -2.56 3.70
H 1.22 -4.08 2.16
H 3.58 -3.92 1.83
H 4.80 -1.95 2.77
H 3.69 -0.43 4.34
H 1.24 -0.92 4.96
C -2.36 5.24 -2.38
C -1.87 4.40 -3.31
C -2.53 3.14 -3.56
C -3.43 2.71 -2.61
C -3.86 3.65 -1.57
C -3.30 4.88 -1.47
H -1.96 6.28 -2.41
H -1.09 4.76 -3.98
H -2.17 2.54 -4.40
H -3.84 1.75 -2.80
H -4.54 3.44 -0.76
H -3.68 5.58 -0.78
C 0.83 3.16 0.26
C 1.60 2.13 0.79
C 1.06 0.84 1.03
C -0.21 0.52 0.59
C -0.98 1.53 -0.01
C -0.44 2.84 -0.21
H 1.15 4.19 0.30
H 2.57 2.44 1.10
H 1.70 0.12 1.47
H -0.60 -0.46 0.77
H -2.03 1.39 -0.26
H -1.13 3.57 -0.61
C -0.60 5.94 3.59
O -1.97 5.63 3.30
H -0.26 6.95 3.24
H -0.42 5.79 4.63
H 0.10 5.28 3.17
H -2.15 5.59 2.32
C -1.59 2.20 3.39
O -2.59 2.80 4.29
H -1.50 1.16 3.63
H -1.85 2.51 2.40
H -0.69 2.65 3.61
H -2.56 3.73 4.13
*
```

Values from the calculation:
ΔE to the lowest compared entry with this formula, charge and spin: 0.957 eV
highest occupied orbital energy: -8.92 eV
frontier orbital gap: 9.3769 eV


No. 3
Formula: C50H57CsN6O5
Source: OMol25
Level of theory: the ωB97M-V functional and the def2-TZVPD basis

ORCA input file:
```
! RIJCOSX wB97M-V def2-TZVPD def2/J DEFGRID3
* xyz -2 1
Cs -0.06 -0.95 0.60
C -4.37 -1.90 4.52
C -4.30 -0.37 4.54
C -3.03 0.13 3.94
C -1.85 0.33 4.56
C -1.53 0.22 6.01
C -1.41 1.59 6.69
C -0.88 0.70 3.49
N -1.45 0.73 2.32
C -2.78 0.37 2.50
C -3.70 0.19 1.52
C -3.55 0.33 0.08
C -4.50 0.05 -0.83
C -5.87 -0.49 -0.63
C -6.90 0.58 -0.23
C -3.93 0.36 -2.20
C -2.54 0.85 -1.79
C -1.58 1.37 -2.75
C -0.31 1.77 -2.50
N 0.33 1.66 -1.28
C 1.53 2.16 -1.44
C 2.52 2.27 -0.41
C 2.34 1.97 0.92
N 1.20 1.53 1.48
C 1.44 1.36 2.80
C 0.51 0.97 3.74
C 2.86 1.72 3.12
C 3.42 2.10 1.96
C 4.80 2.61 1.71
C 4.86 4.14 1.66
C 3.47 1.70 4.48
C 3.09 2.92 5.33
C 1.75 2.60 -2.85
C 0.60 2.35 -3.50
C 0.25 2.63 -4.93
C -0.55 3.92 -5.09
C 3.03 3.14 -3.40
C 4.02 2.03 -3.75
N -2.34 0.78 -0.52
C -4.76 1.38 -2.98
C -4.71 2.80 -2.42
H -5.31 -2.27 4.95
H -3.54 -2.33 5.08
H -4.29 -2.27 3.50
H -4.39 -0.01 5.58
H -5.16 0.04 4.01
H -0.59 -0.33 6.14
H -2.30 -0.37 6.52
H -0.64 2.19 6.20
H -1.14 1.49 7.75
H -2.35 2.14 6.62
H -4.68 -0.13 1.85
H -5.85 -1.28 0.14
H -6.18 -0.98 -1.55
H -6.59 1.08 0.69
H -7.88 0.13 -0.06
H -6.99 1.34 -1.00
H -1.94 1.42 -3.77
H 3.50 2.64 -0.71
H 0.86 0.85 4.76
H 5.17 2.20 0.76
H 5.47 2.24 2.49
H 4.21 4.52 0.87
H 5.88 4.49 1.46
H 4.52 4.57 2.60
H 4.56 1.65 4.40
H 3.16 0.78 5.00
H 3.42 3.84 4.84
H 3.54 2.87 6.33
H 2.00 2.98 5.44
H -0.33 1.80 -5.34
H 1.17 2.69 -5.53
H -1.48 3.86 -4.52
H -0.80 4.11 -6.13
H 0.02 4.78 -4.71
H 3.49 3.82 -2.67
H 2.83 3.75 -4.29
H 4.23 1.41 -2.88
H 4.97 2.43 -4.12
H 3.60 1.37 -4.52
H -5.79 1.02 -3.00
H -4.38 1.32 -4.00
H -5.14 2.86 -1.41
H -5.27 3.50 -3.06
H -3.69 3.17 -2.35
O -0.83 -2.93 2.65
N -0.13 -3.93 2.86
N 0.98 -3.99 2.18
O 1.39 -3.09 1.32
C 1.77 -5.16 2.36
C 2.87 -5.32 1.53
C 3.68 -6.44 1.68
C 3.42 -7.38 2.65
C 2.33 -7.20 3.49
C 1.50 -6.10 3.36
H 3.05 -4.56 0.78
H 4.54 -6.56 1.02
H 4.07 -8.25 2.77
H 2.11 -7.93 4.27
H 0.65 -5.96 4.01
O -3.84 -0.86 -2.91
O -3.28 -0.56 -4.25
C -0.27 -1.61 -3.65
C 1.17 -2.00 -3.51
O 1.77 -1.91 -2.46
C 1.90 -2.52 -4.72
C 3.12 -3.17 -4.54
C 3.83 -3.65 -5.63
C 3.33 -3.47 -6.92
C 2.12 -2.82 -7.11
C 1.40 -2.35 -6.01
H -0.72 -1.43 -2.67
H -0.87 -2.36 -4.16
H -0.36 -0.68 -4.22
H 3.49 -3.28 -3.53
H 4.77 -4.16 -5.48
H 3.88 -3.84 -7.77
H 1.73 -2.67 -8.10
H 0.45 -1.86 -6.15
*
```

Values from the calculation:
ΔE to the lowest compared entry with this formula, charge and spin: 0.000 eV
highest occupied orbital energy: -1.37 eV
frontier orbital gap: 5.1541 eV


No. 4
Formula: C50H58ClN2O4RuS2
Source: OMol25
Level of theory: the ωB97M-V functional and the def2-TZVPD basis

ORCA input file:
```
! RIJCOSX wB97M-V def2-TZVPD def2/J DEFGRID3
* xyz -2 6
Ru -9.61 -17.33 10.64
C -8.34 -14.16 11.02
O -8.17 -15.48 11.44
C -7.24 -15.78 12.40
C -5.98 -16.09 11.96
C -5.67 -16.24 10.49
C -5.58 -17.67 10.04
C -4.39 -18.08 9.42
C -4.19 -19.40 8.87
C -5.29 -20.20 8.98
C -6.52 -19.87 9.61
C -7.63 -20.88 9.76
C -7.79 -21.32 11.17
C -6.72 -21.70 11.98
C -6.86 -21.99 13.33
C -8.18 -21.85 13.86
C -9.28 -21.41 13.12
C -10.46 -20.81 13.88
C -10.13 -19.52 14.62
C -10.14 -19.57 16.02
C -9.80 -18.46 16.78
C -9.50 -17.30 16.09
C -9.45 -17.16 14.70
C -9.12 -15.81 14.07
C -7.61 -15.82 13.74
C -6.62 -16.10 14.66
C -5.33 -16.36 14.29
C -4.99 -16.39 12.91
C -4.12 -16.47 15.27
C -4.61 -16.66 16.74
C -3.21 -17.56 14.89
C -3.27 -15.14 15.11
C -9.78 -18.29 13.89
O -9.89 -18.20 12.62
C -9.98 -18.41 18.31
C -9.10 -19.53 18.96
C -11.46 -18.75 18.67
C -9.59 -17.07 18.92
C -9.06 -21.23 11.74
O -10.11 -20.81 11.00
C -10.71 -21.73 10.12
C -5.69 -22.37 14.19
C -4.41 -21.57 13.83
C -6.10 -22.20 15.67
C -5.42 -23.91 13.89
C -6.68 -18.56 10.13
O -7.76 -18.25 10.79
C -2.91 -19.88 8.08
C -2.63 -21.31 8.56
C -3.27 -19.84 6.60
C -1.74 -18.95 8.30
H -8.92 -13.66 11.77
H -7.34 -13.69 10.88
H -8.90 -14.35 10.07
H -6.50 -15.72 9.99
H -4.67 -15.83 10.36
H -3.57 -17.38 9.54
H -5.27 -21.30 8.66
H -8.55 -20.32 9.45
H -7.50 -21.74 9.11
H -5.72 -21.62 11.58
H -8.32 -21.92 14.95
H -11.24 -20.61 13.11
H -10.75 -21.58 14.62
H -10.47 -20.50 16.50
H -9.21 -16.40 16.69
H -9.74 -15.66 13.21
H -9.36 -14.96 14.71
H -6.91 -16.21 15.71
H -3.92 -16.57 12.57
H -5.35 -17.45 16.67
H -3.75 -16.84 17.40
H -5.11 -15.77 17.11
H -3.64 -18.54 15.05
H -2.90 -17.60 13.86
H -2.31 -17.65 15.53
H -3.87 -14.29 15.35
H -2.42 -15.12 15.84
H -3.02 -15.05 14.09
H -9.26 -20.45 18.39
H -8.04 -19.21 18.89
H -9.47 -19.67 20.00
H -11.76 -19.67 18.19
H -11.56 -18.99 19.80
H -12.11 -17.91 18.43
H -8.57 -16.96 18.61
H -10.29 -16.29 18.64
H -9.56 -17.26 20.02
H -11.07 -22.57 10.74
H -11.57 -21.26 9.64
H -10.07 -22.08 9.33
H -4.43 -20.53 14.02
H -3.54 -22.01 14.30
H -4.31 -21.64 12.77
H -6.40 -21.19 15.90
H -6.92 -22.92 15.75
H -5.20 -22.47 16.26
H -5.22 -24.14 12.83
H -4.56 -24.29 14.45
H -6.30 -24.45 14.17
H -3.26 -22.01 8.04
H -1.57 -21.56 8.45
H -2.96 -21.47 9.62
H -4.18 -20.37 6.46
H -3.37 -18.79 6.36
H -2.50 -20.23 5.94
H -1.47 -19.02 9.38
H -0.92 -19.32 7.70
H -2.07 -17.93 8.03
S -8.35 -16.25 8.46
C -8.63 -17.60 7.44
C -7.75 -17.80 6.37
N -7.06 -17.96 5.45
C -9.70 -18.48 7.63
S -10.99 -18.28 8.79
C -9.73 -19.67 6.81
N -9.87 -20.67 6.21
Cl -11.43 -15.65 11.05
*
```

Values from the calculation:
ΔE to the lowest compared entry with this formula, charge and spin: 0.000 eV
highest occupied orbital energy (alpha / beta): -1.97 / -2.22 eV
<S²>: 8.766
frontier orbital gap (alpha / beta): 5.7820 / 6.0398 eV